# 1
C4H6N2O in the gas phase in a non-equilibrium geometry, computed with ωB97M-V/def2-TZVPD.

The geometry in ORCA input format:
```
! RIJCOSX wB97M-V def2-TZVPD def2/J DEFGRID3
* xyz 0 1
C 1.2726 -0.2496 1.9593
O 1.3544 0.4474 0.7180
C 0.3400 0.2333 -0.1278
C 0.2662 0.8118 -1.4740
C -0.8842 0.1357 -1.9201
N -1.3930 -0.6536 -0.9641
N -0.6331 -0.5946 0.1729
H 2.1819 -0.0069 2.5124
H 0.3901 0.0711 2.5225
H 1.2060 -1.3314 1.7992
H -0.6138 1.5805 -1.5498
H -1.3019 0.2373 -2.9160
H -2.3638 -0.9011 -0.8551
*
```

ΔE to the lowest compared entry with this formula, charge and spin (kcal/mol): 96.96
E_tot (Ha): -340.6404
SMILES: COc1cc[nH]n1
Frontier orbital gap (eV): 9.51
HOMO energy (eV): -8.67

***

# 2
C4H6N2O in the gas phase in a non-equilibrium geometry, computed with ωB97M-V/def2-TZVPD.

The geometry in ORCA input format:
```
! RIJCOSX wB97M-V def2-TZVPD def2/J DEFGRID3
* xyz 0 1
N -2.3344 -0.2114 0.0585
C -0.9542 0.0703 0.0170
C -0.2910 1.1500 -0.4386
C 1.1180 0.8220 -0.4516
C 1.2361 -0.4132 0.0924
O 2.3266 -1.1788 0.3337
N -0.0217 -0.9301 0.4560
H -2.5526 -0.8840 0.7903
H -2.5739 -0.6636 -0.8215
H -0.7423 2.0805 -0.7436
H 1.9149 1.4498 -0.8274
H 3.1022 -0.6470 0.1061
H -0.2276 -0.6446 1.4285
*
```

ΔE to the lowest compared entry with this formula, charge and spin (kcal/mol): 43.96
E_tot (Ha): -340.7249
SMILES: Nc1ccc(O)[nH]1
Frontier orbital gap (eV): 8.54
HOMO energy (eV): -7.77